{"formula": "C17H45N6O14P2SV2", "method": "the ωB97M-V functional and the def2-TZVPD basis", "largest_force_ha_per_bohr": 0.155, "gap_ev": [4.2, 4.9], "e_lumo_ha": [-0.2123, -0.1876], "spin_multiplicity": 3, "homo_energy_ev": [-9.96, -9.96], "energy_ha": -5025.37498, "total_charge": 1, "mol_weight_g_mol": 753.48, "symbols": ["H", "C", "C", "H", "C", "H", "O", "O", "O", "O", "O", "C", "H", "H", "P", "H", "H", "O", "H", "H", "H", "H", "C", "H", "H", "V", "O", "C", "H", "H", "H", "N", "C", "H", "C", "P", "H", "H", "H", "H", "O", "N", "C", "H", "H", "C", "N", "H", "H", "H", "V", "H", "H", "C", "O", "H", "N", "O", "O", "H", "H", "S", "H", "C", "H", "C", "H", "H", "H", "H", "C", "H", "C", "H", "H", "O", "O", "C", "H", "O", "N", "H", "H", "N", "C", "H", "H"], "positions_angstrom": [[1.564057, -4.272967, 0.589031], [-2.717113, 2.725070, -5.195798], [-2.374437, -1.799219, 1.262788], [-1.015842, 5.102774, -1.340332], [-1.957371, -1.094779, 5.700278], [2.009149, -2.306903, -2.718984], [-4.586117, -4.521083, 3.380555], [1.446492, -1.378038, 1.679314], [-2.874047, -1.321912, 0.130180], [-0.780909, -0.690488, 6.213472], [0.112649, -3.445969, 3.463367], [-2.463852, 3.019972, -1.524568], [4.485214, -0.405612, -1.093648], [5.149479, -3.054282, -0.452134], [2.527888, -1.388717, 0.631193], [4.866587, -0.295822, 2.119762], [-0.791258, -6.117157, 2.608431], [0.901374, 2.239378, -3.358217], [-3.108940, 3.573308, -5.757091], [-3.229793, 0.845437, -2.789961], [5.858779, -1.646564, 2.415963], [-1.704853, 2.758765, 1.225581], [-3.132454, 2.233357, 4.076502], [0.727724, -0.163299, -2.619146], [5.887249, -3.182483, 1.121462], [-3.616171, -3.382955, 3.992360], [-0.982931, 0.720583, 3.220828], [4.929979, -3.056887, 0.615535], [-3.519927, 3.249885, 4.008335], [-3.307232, 1.719332, 5.021662], [0.386597, 3.286972, -5.856848], [-1.249130, 3.254629, -2.294801], [-1.244193, 3.105090, 2.150761], [1.720713, 1.887511, -0.948737], [-2.541021, 0.030172, -3.011420], [-0.574360, 2.156915, -3.359737], [3.633453, 1.173217, -1.777209], [-2.815336, -0.719084, -2.268818], [-1.047684, 3.909251, -6.659683], [-2.031089, -0.878328, 0.010769], [-1.766461, -4.479611, 3.521963], [-1.142643, 0.560992, -2.874406], [1.368811, -3.699489, -0.317109], [1.981389, 2.117240, 0.664654], [3.226671, -3.426714, -2.108819], [-0.244018, -0.613019, -2.823055], [2.134252, -2.472959, -0.619546], [3.541103, -1.717319, -2.068668], [-3.671254, 1.742835, 3.265831], [-2.899444, 1.923926, -5.912057], [-0.014463, -1.137704, 3.330999], [0.503236, 4.024505, -1.305268], [-0.986503, -0.493737, 7.130324], [3.880118, 0.491577, -0.963198], [-2.912811, -0.976647, 6.397764], [-1.567263, 4.146020, 2.164567], [-1.297912, 2.716546, -4.899119], [-0.023799, -5.578217, 2.813716], [-1.332454, -1.392313, 1.686093], [-3.426028, 2.557578, -4.384939], [4.408731, 1.206087, -0.332208], [-1.387604, 2.196024, 3.707569], [4.278598, -1.522487, 3.327568], [-0.405690, 4.337028, -1.819344], [-0.031568, 4.813940, -2.725273], [-0.563093, -4.475564, 3.259204], [-0.181670, 3.166940, 1.915519], [-0.298535, -1.266438, -3.693788], [0.684154, 0.952074, 0.204270], [-2.584751, 3.728981, -0.705552], [4.810229, -1.349826, 2.391799], [-0.349948, -1.246552, -1.942421], [2.753764, -2.459653, -1.937765], [4.528792, -4.070322, 0.605060], [0.324279, -3.395710, -0.247998], [-1.954852, -1.651818, 4.641834], [-3.119223, -2.413507, 1.998915], [1.685427, 1.320900, -0.018250], [-3.304735, 3.077880, -2.215697], [1.151479, -1.104877, 4.372972], [2.690995, 0.197022, -0.121792], [-2.472772, 2.042557, -1.042191], [1.186550, -4.129749, -1.301874], [4.133130, -1.972601, 1.132540], [-0.584122, 3.752283, -5.685734], [-0.770443, 4.694486, -5.170321], [-2.518968, -0.589653, -3.907768]], "forces_ev_per_angstrom": [[0.701, -0.247, -0.515], [-0.736, -1.252, -0.471], [-2.904, 0.308, 1.766], [0.184, -0.259, 0.381], [1.328, 1.412, 4.628], [-0.060, 0.078, -0.067], [2.311, 3.514, 2.396], [0.291, 0.453, -0.028], [1.036, -0.412, -0.276], [0.890, 0.297, -0.499], [1.087, 0.146, -0.871], [0.098, -0.549, -0.446], [-0.055, 0.494, -0.461], [0.230, 1.070, -0.291], [1.693, 0.120, -1.795], [-0.213, 0.313, 0.681], [-0.047, -0.807, -0.078], [-0.484, -0.143, -0.195], [0.588, 0.656, 0.411], [-0.386, -0.243, -1.198], [-0.329, -0.394, 0.164], [-0.383, -1.024, 0.503], [-0.481, -0.589, -1.159], [0.504, -0.430, -0.758], [-0.187, 0.511, 0.090], [2.512, -2.299, -5.344], [-0.886, 2.220, 0.834], [-0.084, -1.675, -1.522], [0.460, 0.219, 0.596], [0.041, 0.249, 0.007], [0.484, 1.267, 0.242], [-0.422, -0.393, 1.657], [0.268, 0.801, -0.741], [-0.434, -0.566, -0.532], [1.213, 0.585, 0.421], [-1.555, -0.322, -1.560], [-0.292, -1.028, -0.818], [0.669, 0.085, 0.631], [-0.155, -0.541, -0.076], [0.235, 1.456, -2.188], [-5.898, -0.700, 1.137], [-0.877, -0.112, 0.199], [-1.792, 1.701, -1.047], [0.153, -0.363, 0.833], [0.034, -0.103, -0.110], [1.078, 1.758, 0.477], [0.507, 0.612, 1.772], [-0.344, 0.003, 0.179], [0.084, -0.463, 0.041], [-0.267, -0.389, -0.007], [1.045, -1.760, 0.779], [-0.240, -0.019, 0.617], [0.089, 0.286, 0.270], [-0.444, 1.315, 2.350], [-3.960, 0.477, 2.228], [-0.145, 0.081, 0.907], [0.674, -0.833, 1.082], [0.457, -0.498, -0.542], [5.194, 1.523, -0.137], [0.327, 0.044, 0.363], [1.008, -0.155, 0.048], [1.628, -1.927, -1.337], [0.026, -0.108, -0.200], [0.457, 0.399, -1.669], [0.289, 0.367, 0.070], [1.974, 4.038, 1.032], [0.142, -0.265, 0.355], [0.156, 0.248, -0.289], [0.110, 0.005, -0.044], [0.060, 0.331, -0.358], [-0.907, 0.547, -2.327], [-0.846, 0.096, 0.275], [0.288, -0.226, -0.021], [-0.850, -0.132, 0.931], [-0.401, 0.361, 0.950], [0.998, -3.169, -7.245], [-4.696, -3.917, 3.183], [1.225, -0.724, -0.301], [-0.401, 0.070, 0.404], [-1.307, 0.394, -1.124], [-0.884, -1.906, 0.774], [0.013, -0.318, -0.035], [1.084, -1.293, 0.289], [-1.187, 1.769, 1.788], [-0.559, -1.282, 0.627], [1.195, 0.392, 0.015], [-1.020, 0.759, -0.698]]}